# 1
19
Properties=species:S:1:pos:R:3 method="wB97M-V/def2-TZVPD" lumo_ev=0.0 de_lowest_ev=1.845 orbital_gap_ev=9.25 homo_ev=-9.2
H -0.10 -1.32 -1.22
H -1.13 0.28 3.35
H 1.62 3.67 2.83
H -0.09 -1.73 -4.92
H 0.73 2.99 1.85
H 2.35 1.03 0.50
O -0.92 4.03 3.79
S -0.54 -2.53 -3.91
S -0.93 -1.34 -2.36
O 1.75 0.37 0.12
H 1.19 0.72 -0.54
H 0.02 -0.45 4.09
H 0.69 -1.82 1.76
H 0.58 -0.87 0.71
O 0.14 -1.63 0.99
O -0.24 0.38 3.70
O 1.65 3.37 1.88
H -1.04 3.14 3.42
H -0.29 4.15 4.58

# 2
158
Properties=species:S:1:pos:R:3 method="wB97M-V/def2-TZVPD" lumo_ev=-6.9 orbital_gap_ev=3.89 total_charge=+1 homo_ev=-10.8
H -11.01 -6.62 -1.18
H -1.64 -1.89 -1.16
H -9.44 -12.46 -8.24
C -5.38 -15.84 -5.27
H -2.28 -7.49 -11.52
H -4.67 -12.97 7.42
H -0.36 -7.95 -10.08
O -13.77 -5.48 -1.60
C -12.79 -7.49 -1.95
H -1.61 -17.65 -2.78
H -9.55 -14.95 2.10
O -10.82 -14.13 -6.45
C -8.44 -2.99 1.21
H -2.80 -6.79 -7.46
H -10.54 -10.20 -8.57
C -3.25 -6.31 2.37
H -12.68 -8.42 -1.39
H -2.41 -1.11 -3.36
C -5.56 -11.57 5.89
C -10.90 -10.93 -7.85
H -7.99 -3.74 -0.71
H -9.46 -5.39 -6.73
H 0.08 -17.54 -2.13
C -7.95 -1.64 1.79
C -4.41 -5.06 3.89
H -6.95 -4.56 -6.30
O -6.65 -1.54 1.27
H -6.39 -1.48 -0.78
O -5.98 -15.27 -7.48
H -4.35 -16.21 -5.27
C -5.47 -14.36 -5.45
H -5.86 -3.05 0.05
O -4.45 -6.01 2.85
C -2.31 -17.02 -0.02
H -6.34 -12.65 7.60
H -14.81 -7.12 -1.16
O -1.16 -15.90 -1.79
C -8.23 -16.08 0.89
H -9.74 -9.47 1.59
H -3.38 -3.37 -3.43
H -8.57 -14.21 -1.75
O -2.94 -7.29 1.66
H -5.78 -16.09 -4.29
C -1.34 -4.23 -3.24
C -2.29 -7.00 -10.55
C -1.37 -17.95 -0.65
C -6.56 -2.22 0.01
O -4.77 -11.68 3.53
C -8.80 -4.80 -7.36
H -7.08 -9.78 -3.12
C -5.41 -14.27 -6.91
H -6.95 -14.21 5.88
H -6.63 -3.04 -8.13
H -11.96 -4.43 -1.50
C -9.45 -9.29 2.62
H -13.50 -6.80 0.00
C -2.34 -3.26 -3.76
H -1.54 -5.00 2.23
H -6.52 -11.05 5.86
H -11.97 -10.73 -7.88
H -2.48 -3.33 -4.84
H -12.52 -4.77 -3.14
C -11.65 -6.49 -2.05
H -4.33 -5.59 4.84
C -3.13 -4.35 3.58
H -1.64 -6.07 3.61
C -13.77 -6.81 -1.05
H -2.07 -17.00 1.05
H -0.32 -6.25 -10.54
H -0.11 -1.79 -2.10
C -2.27 -7.42 -8.17
H -10.30 -16.37 1.27
H -10.39 -3.28 -7.44
H -6.34 -13.89 -5.00
C -3.06 -7.68 -9.48
H -2.99 -8.75 -9.64
C -5.57 -12.78 6.84
H -11.50 -8.47 5.07
H -8.40 -9.01 2.65
C -9.59 -15.55 1.19
H -1.83 -18.90 -0.91
C -1.97 -15.69 -0.71
H -10.78 -7.54 2.53
C -12.47 -5.16 -2.12
H -9.49 -3.25 1.38
C -6.13 -9.31 -2.88
C -0.97 -17.30 -1.97
O -7.78 -15.47 -0.22
C -11.29 -8.93 4.10
H -4.46 -8.38 -3.92
H -8.50 -0.77 1.44
H -7.29 -1.94 -6.83
Mg -2.93 -10.73 0.27
H -5.94 -17.31 -6.89
O -1.06 -3.71 -1.94
H -0.51 -18.24 -0.04
H -5.27 -4.40 3.87
H -7.98 -3.85 1.69
C -1.75 -1.98 -3.34
H -0.49 -4.19 -3.91
C -5.90 -13.92 5.91
H -4.92 -9.84 -4.64
C -10.52 -10.66 -6.34
H -7.27 -16.35 -6.25
H -8.27 -13.38 -0.25
H -10.00 -4.01 -9.05
H -0.97 -1.82 -4.08
H -4.65 -13.82 -4.99
C -10.63 -10.27 4.30
H -11.00 -6.73 -2.89
H -8.26 -5.47 -8.03
H -8.67 -2.14 -0.77
H -9.70 -7.50 3.86
H -6.00 -8.52 -4.93
H -4.73 -10.89 6.10
C -10.28 -8.19 3.26
C -5.25 -12.19 4.53
H -13.15 -7.79 -2.93
C -10.65 -12.96 -6.74
H -4.11 -7.41 -9.43
C -9.88 -14.74 -0.09
H -10.49 -13.89 0.21
H -7.91 -1.50 2.87
O -8.63 -2.65 -8.28
H -2.65 -3.86 4.43
C -6.21 -16.34 -6.47
O -10.46 -11.99 -5.81
C -7.85 -4.00 -6.55
C -10.52 -12.37 -8.11
C -1.09 -2.25 -2.03
H -8.43 -3.68 -5.68
C -8.00 -2.77 -0.20
C -7.46 -2.80 -7.47
H -3.33 -17.38 -0.16
H -12.25 -9.08 3.61
O -5.42 -13.51 4.64
O -1.08 -6.74 -8.61
H -5.40 -14.85 6.18
O -2.28 -14.53 -0.40
H -1.95 -8.34 -7.68
C -9.60 -3.65 -8.10
H -11.13 -12.91 -8.84
O -7.66 -16.99 1.45
O -4.97 -13.35 -7.56
C -5.35 -8.96 -4.17
H -9.60 -10.07 -6.36
O -9.64 -10.43 3.46
H -6.43 -8.41 -2.34
C -0.89 -7.00 -9.99
H -11.26 -10.01 -5.87
C -2.23 -5.41 2.97
H -10.51 -15.32 -0.77
H -1.64 -5.28 -3.26
H -3.34 -3.50 2.92
O -5.31 -10.09 -2.01
O -10.95 -11.19 5.06
C -8.59 -14.34 -0.66
H -2.66 -6.00 -10.78

# 3
89
Properties=species:S:1:pos:R:3 method="wB97M-V/def2-TZVPD" lumo_ev="-4.7 / -8.2" de_lowest_ev=0.000 orbital_gap_ev="7.34 / 4.64" multiplicity=5 s2=6.048 total_charge=+2 homo_ev="-12.1 / -12.9"
H 0.66 1.95 -1.72
C -0.01 -0.22 3.18
C -0.75 -3.43 -10.46
C -2.69 -3.28 -6.44
H -1.85 2.09 -2.83
H -2.91 -0.19 -2.37
H -2.06 -1.47 -0.63
C 3.54 3.02 -12.50
H -3.46 -3.88 -12.50
H 0.35 -0.87 -6.87
C 0.86 -0.13 1.97
H 4.33 3.05 -6.16
H -0.85 0.64 -2.96
H -0.05 1.34 -10.58
C -2.51 0.49 -1.59
C -0.51 -1.53 -6.73
C -1.97 -5.39 -12.10
H -2.24 1.42 2.43
H -0.57 -2.29 2.83
C 1.13 2.81 -8.38
C -1.92 -3.15 -11.17
H -2.38 -2.17 -11.12
C 3.19 2.47 -11.26
C 0.28 0.43 -10.06
C -1.48 -1.53 4.65
C -2.59 1.35 1.39
H 4.00 1.09 -7.67
C 3.47 2.25 -13.66
P 0.09 -2.23 -9.28
H 0.56 4.70 -7.51
C -0.77 -5.68 -11.43
H 0.22 2.72 -8.98
H 3.88 4.06 -12.56
C 3.44 2.99 -6.78
H 0.80 -4.93 -10.15
C 2.47 4.00 -6.75
H -1.87 3.36 1.28
C 1.32 3.92 -7.54
C -2.14 -0.38 -0.39
H -1.02 1.57 5.94
H 2.35 -0.66 -12.29
C -1.95 2.53 0.56
C 2.68 0.38 -12.33
C 2.70 1.16 -11.15
H 2.24 1.30 -0.26
H 2.61 4.86 -6.09
H -2.32 -0.79 1.71
C -2.34 -2.40 -5.41
C -1.24 -1.54 -5.54
C -2.53 -4.12 -11.97
C -0.90 -2.39 -7.78
C -0.13 0.85 4.11
H -2.46 -6.16 -12.71
C -0.15 -4.70 -10.64
H -2.20 -3.99 -8.43
H -2.02 -2.46 4.85
H -0.32 -6.67 -11.53
H -3.54 -3.96 -6.33
H -2.91 -2.39 -4.48
C -1.96 -3.29 -7.63
P 2.01 0.38 -9.53
H -3.68 1.57 1.40
C -2.43 -0.04 0.91
C 3.26 1.89 -7.62
C -0.92 0.72 5.25
H 1.52 0.75 2.10
H -2.27 -0.53 6.42
C -1.62 -0.45 5.54
H -1.58 -0.61 -10.26
H 3.74 2.68 -14.63
C -0.69 -1.43 3.50
C 3.05 0.92 -13.56
H 2.72 -0.54 0.04
H -3.33 1.17 -1.32
H 0.22 2.74 0.54
H -2.70 2.83 -0.18
H 2.07 0.00 -1.64
H 3.01 0.31 -14.47
Pd 0.39 -0.63 -0.30
C -1.37 1.29 -2.25
H 1.47 -1.06 1.89
H 3.28 3.10 -10.37
C 2.14 0.22 -0.54
C -0.53 -0.65 -9.94
C -0.62 2.42 -0.10
H -0.94 -0.87 -4.73
H 0.43 1.76 3.93
C 2.11 1.82 -8.44
C -0.35 1.87 -1.30

# 4
16
Properties=species:S:1:pos:R:3 method="wB97M-V/def2-TZVPD" lumo_ev=1.1 de_lowest_ev=3.007 orbital_gap_ev=10.52 homo_ev=-9.4
H 1.45 -1.78 0.08
H 1.75 3.20 -0.19
H -2.22 -1.05 0.16
C 0.97 -1.49 -0.86
H -0.73 0.70 2.13
N 1.01 1.58 -0.33
C 0.12 0.78 0.06
H 1.73 -1.02 -1.49
O 1.08 2.78 0.35
H -0.67 -0.30 -1.58
C -1.00 0.63 1.07
H -1.83 1.32 0.89
C -0.18 -0.53 -0.63
H 0.62 -2.40 -1.36
H -0.87 -1.59 1.19
C -1.21 -0.81 0.50

# 5
42
Properties=species:S:1:pos:R:3 method="wB97M-V/def2-TZVPD" lumo_ev="-0.7 / -2.7" de_lowest_ev=0.000 orbital_gap_ev="8.11 / 6.30" multiplicity=5 s2=6.021 homo_ev="-8.8 / -9.0"
H -0.30 5.92 0.57
C 1.27 -2.46 -0.69
C 1.06 -2.30 -2.05
C 0.64 -0.22 4.53
C -1.06 5.83 -1.79
H -0.70 -5.13 -2.76
C -0.34 3.59 -2.64
C -1.73 -0.10 3.07
C -0.16 -4.39 -2.18
Ir 0.62 1.25 -1.53
N 1.17 -1.31 -4.19
O 1.09 -3.60 -5.28
C 0.75 -3.59 -0.08
C 0.69 0.06 3.18
S 0.30 -2.73 -4.46
O 0.64 3.01 -0.24
N -1.50 0.69 0.44
C -0.58 -0.43 5.16
C -0.50 0.12 2.47
C 1.47 -1.21 -2.96
O -1.03 -2.39 -4.83
S 2.42 0.16 -2.34
H 1.81 -1.71 -0.13
C 0.04 -4.54 -0.81
N 0.10 5.00 0.64
H -2.71 -0.54 4.91
H 0.90 -3.74 0.98
H 1.63 0.23 2.67
N -0.43 0.40 1.07
H 0.49 4.68 1.51
H 1.55 -0.26 5.10
H -0.35 -5.42 -0.31
C -0.46 4.56 -1.65
C 0.11 4.16 -0.41
O -1.34 0.93 -0.81
N -1.58 6.86 -1.84
H -2.64 -0.05 2.49
H -0.62 -0.65 6.22
O 0.72 0.35 0.48
C -1.76 -0.37 4.43
C 0.36 -3.26 -2.77
N -0.04 2.59 -3.17

# 6
36
Properties=species:S:1:pos:R:3 method="wB97M-V/def2-TZVPD" lumo_ev="-0.2 / -0.2" orbital_gap_ev="8.65 / 9.41" multiplicity=2 s2=0.754 homo_ev="-8.8 / -9.6"
C 1.19 -1.23 -0.97
O 0.56 0.93 -0.79
C -0.33 -1.23 1.89
C 2.66 -1.12 -0.53
C 1.95 -0.15 1.68
H 3.24 -1.91 -1.00
C 2.82 -1.19 0.98
H -1.35 -1.25 1.51
H 2.59 -2.20 1.35
C -0.14 1.18 1.74
S -3.08 2.51 -0.68
H -5.67 3.92 -0.02
H 1.98 -0.32 2.76
H -1.16 1.30 1.38
H -2.06 3.10 -1.38
H -0.17 1.17 2.83
H 0.43 2.06 1.45
C 0.49 -0.12 1.21
Br -3.87 5.61 -1.21
H -5.43 3.76 -2.41
H -0.39 -2.74 -0.80
C 0.70 -2.67 -0.71
H 3.08 -0.18 -0.90
H 0.99 -3.07 0.26
N 0.34 -0.24 -0.26
P -4.88 3.53 -1.13
H -0.39 -1.06 2.97
H 0.10 -2.23 1.78
H 3.87 -1.02 1.24
H 2.40 0.83 1.51
H 1.77 -1.77 -2.98
H 0.07 -1.31 -2.83
Cl -5.89 1.61 -1.16
C 1.08 -1.08 -2.49
H 1.13 -3.35 -1.44
H 1.35 -0.08 -2.84

# 7
11
Properties=species:S:1:pos:R:3 method="wB97M-V/def2-TZVPD" lumo_ev="0.5 / 0.0" de_lowest_ev=6.038 orbital_gap_ev="8.59 / 8.16" homo_ev="-8.1 / -8.2"
H -0.24 -1.30 0.10
O 0.89 1.91 0.84
Br -3.67 0.32 -0.06
H 1.43 -0.26 0.57
C -1.36 -1.37 0.24
C 0.22 1.37 -0.22
H 2.47 1.07 -0.46
C 1.52 0.74 0.04
H -0.13 2.04 -1.04
H -1.71 -2.40 0.47
C -2.08 -0.27 0.33

# 8
72
Properties=species:S:1:pos:R:3 method="wB97M-V/def2-TZVPD" lumo_ev=2.3 de_lowest_ev=0.000 orbital_gap_ev=6.59 total_charge=-1 homo_ev=-4.3
Si -4.97 -0.72 -2.52
C 1.87 2.06 -0.07
C 0.10 3.35 -1.35
H 0.85 3.01 3.06
C -0.57 -5.82 0.28
H -2.06 0.92 1.75
C -0.48 -3.74 -0.98
C 2.99 -2.76 0.94
H -0.42 4.30 -1.43
H -0.63 2.56 -1.12
C -1.63 1.81 2.23
H -2.12 -6.13 -2.03
C 1.22 3.41 -0.37
H 0.09 -6.69 0.15
H -1.25 2.49 1.46
H -2.59 -1.48 -2.79
H 0.51 3.10 -2.34
H -6.68 -1.93 -3.76
H 4.93 -2.94 1.73
C 0.18 2.49 3.77
C 4.85 2.15 2.34
H 2.50 4.39 0.97
H -1.04 -5.06 -2.98
O -0.40 -3.07 0.06
C -5.65 -1.20 -0.84
H -0.43 -3.29 -2.00
H 4.02 2.51 -1.44
H -0.43 -6.64 -2.38
H 0.04 5.80 -0.28
C -1.08 -5.78 -2.16
H 6.42 2.80 -0.65
C 5.88 2.44 1.44
H 0.96 0.07 3.63
O -0.45 -0.80 2.41
H 1.64 6.55 -0.05
H -7.38 -0.38 -3.22
H -1.58 -6.17 0.55
Cl -4.30 1.27 -2.30
Cd 0.07 -0.74 -0.15
H -4.98 -0.96 -0.01
H -6.61 -0.68 -0.67
H 3.83 -4.30 2.11
Cl 1.42 -0.63 -2.23
H 0.78 2.07 4.58
H -3.39 -1.21 -4.36
C 3.55 1.96 1.86
H 0.67 6.12 1.36
C 4.31 2.43 -0.39
H -0.18 -5.18 1.07
C -3.53 -1.60 -3.34
O 1.08 1.30 0.70
H 4.51 -4.14 0.47
C -6.48 -0.85 -3.64
H 6.90 2.55 1.81
H 5.03 2.05 3.41
C 3.29 2.16 0.51
H -3.74 -2.67 -3.47
H 2.75 1.65 2.52
C 1.61 4.47 0.34
C 0.00 0.16 3.05
C 5.63 2.57 0.07
N -0.54 1.41 3.11
N -0.62 -5.08 -0.98
H -0.54 3.22 4.17
N 2.11 -2.07 0.63
H 1.98 1.59 -1.07
C 0.94 5.80 0.35
C 4.13 -3.58 1.33
H -2.38 2.34 2.82
H -6.31 -0.43 -4.64
Cl -2.33 -0.33 -0.21
H -5.86 -2.28 -0.82

Result set for maximum force: 2.92 4.08 3.94 0.69 0.67 2.93 3.49 2.22 eV/Å, one per record in the order listed.